# 1
Formula: C11H14BrN2O
Source: the OMol25 dataset
Level of theory: ωB97M-V with the def2-TZVPD basis set

Cartesian coordinates (Å):
C1 3.851757 1.333562 -0.903750
O1 2.608702 0.601401 -0.904194
C2 2.806393 -0.780993 -0.870428
C3 1.435085 -1.245472 -1.478492
C4 0.148132 -1.016165 -0.741754
C5 -1.020866 -1.731549 -0.875158
Br1 -0.937231 -3.385982 -1.857776
C6 -2.296837 -1.426876 -0.146394
N1 -2.192735 -0.226019 0.633384
C7 -3.282573 0.079931 1.367631
C8 -3.323775 1.251272 2.182157
C9 -2.160660 1.943609 2.150558
C10 -1.046135 1.577466 1.447244
C11 -1.112108 0.516434 0.583723
N2 -0.004606 0.128064 -0.014763
H1 4.299093 1.299391 0.126230
H2 3.790864 2.452054 -1.115246
H3 4.429728 0.900368 -1.717550
H4 3.669637 -0.997209 -1.548811
H5 2.879352 -1.365410 0.034544
H6 1.536019 -0.930773 -2.537073
H7 1.581803 -2.329862 -1.394851
H8 -2.946682 -1.167998 -0.990235
H9 -2.777201 -2.312316 0.338075
H10 -4.161629 -0.510518 1.266037
H11 -4.288801 1.422317 2.679753
H12 -2.071780 2.798847 2.885764
H13 -0.194919 2.238215 1.327997
H14 0.781974 0.884211 0.073379

Cartesian forces (eV/Å) of the 6 atoms listed first:
0.063 1.129 0.838
0.875 2.072 1.199
-2.016 -0.128 -1.924
2.137 -1.956 -0.176
-2.012 -0.816 -1.548
3.103 -0.960 0.344

Calculated values
**HOMO**: -11.6 eV
**LUMO level**: -3.8289 eV
**Energy relative to the best compared isomer or geometry (same formula, charge and spin)**: 74.91 kJ/mol
**Orbital gap**: 7.79 eV
**Net charge**: +1
**Calculated total energy**: -3186.01160 a.u.
**Structure (SMILES)**: COCCC1=C(Br)CN2C=CC=CC2=[NH+]1

# 2
Formula: C11H14Cl2CoN2O6SeSi
Source: the OMol25 dataset
Level of theory: ωB97M-V with the def2-TZVPD basis set

Cartesian coordinates (Å):
Co1 0.282056 0.914715 -0.291231
O1 -0.657240 3.907527 2.248827
C1 -0.327163 2.886904 1.658795
O2 -0.078378 2.767194 0.388805
C2 -0.106846 1.588301 2.418148
C3 -0.068750 1.415823 3.769558
C4 0.323583 0.159018 4.283978
C5 0.708831 -0.838143 3.393307
C6 0.638781 -0.594712 2.037393
N1 0.175703 0.577840 1.586027
C7 1.097760 -1.479417 0.913854
O3 1.481722 -2.625213 1.113989
O4 1.068221 -0.885950 -0.252614
H1 -0.326405 2.248869 4.410695
H2 0.354306 -0.012241 5.352654
H3 1.074658 -1.802562 3.725582
Cl1 1.681787 -3.253315 -4.162906
C8 0.630687 -3.577803 -2.741142
Cl2 -0.851818 -2.634378 -2.756521
H4 1.178044 -3.334282 -1.852971
H5 0.364728 -4.622092 -2.784629
C9 -4.315426 3.168632 -0.485142
Si1 -3.060050 2.354272 -1.622986
C10 -3.967697 1.905212 -3.206467
C11 -1.866772 3.689284 -2.113003
Se1 -2.373856 0.457603 -0.642538
H6 -4.735966 4.091211 -0.926569
H7 -3.813003 3.427113 0.457356
H8 -5.138314 2.475533 -0.255464
H9 -4.405971 2.801907 -3.682942
H10 -4.772370 1.179190 -3.012722
H11 -3.258400 1.448329 -3.911079
H12 -2.348310 4.370618 -2.832091
H13 -0.967942 3.256557 -2.571727
H14 -1.534533 4.252619 -1.233947
O5 1.643600 1.656134 -3.900798
N2 1.333967 0.849507 -3.070832
O6 0.630573 1.400793 -2.126849

Cartesian forces (eV/Å) of the 6 atoms listed first:
-1.439 0.278 -2.267
-0.096 0.059 0.478
0.178 0.149 -1.814
0.045 0.786 1.830
0.053 -0.444 -1.169
0.129 -0.729 1.275

Calculated values
**2S+1**: 4
**HOMO (spin up / spin down)**: -1.3 / -1.2 eV
**LUMO level (spin up / spin down)**: 4.8001 / 4.7997 eV
**Orbital gap (spin up / spin down)**: 6.09 / 6.03 eV
**Net charge**: -2
**Calculated total energy**: -5982.73839 a.u.

# 3
Formula: C11H14ClN
Source: the OMol25 dataset
Level of theory: ωB97M-V with the def2-TZVPD basis set

Cartesian coordinates (Å):
C1 2.786043 -0.262954 0.457181
C2 1.595029 -0.326892 1.074593
C3 0.403536 -0.841254 0.360367
Cl1 0.799390 -2.180096 -0.713799
C4 0.043086 0.392834 -0.721420
C5 -0.682945 1.387145 -0.057732
C6 -1.009983 2.571813 -0.778047
C7 -0.581873 2.734359 -2.114664
C8 0.277823 1.810107 -2.627223
C9 0.618385 0.687405 -1.886568
N1 -0.627628 -1.131384 1.212284
C10 -0.330373 -2.129776 2.215548
C11 -1.946839 -1.280855 0.579226
H1 3.607592 0.123886 1.011526
H2 2.739123 -0.571955 -0.520558
H3 1.369475 0.320093 1.848346
H4 -1.148111 1.205791 0.858834
H5 -1.678544 3.246443 -0.181966
H6 -1.057814 3.514924 -2.745558
H7 0.813384 1.951004 -3.580567
H8 1.240286 0.043612 -2.471454
H9 0.745280 -2.190507 2.339138
H10 -0.611012 -1.967398 3.283097
H11 -0.531548 -3.109919 1.934677
H12 -2.050884 -0.609713 -0.305462
H13 -2.015845 -2.389050 0.248969
H14 -2.765035 -0.997664 1.281229

Cartesian forces (eV/Å) of the 6 atoms listed first:
-1.926 0.189 2.936
1.882 -0.139 -2.318
0.107 2.721 -2.965
0.553 -1.825 -0.989
-0.547 -0.800 5.341
-0.122 1.760 -3.351

Calculated values
**HOMO**: -8.9 eV
**LUMO level**: 0.8168 eV
**Energy relative to the best compared isomer or geometry (same formula, charge and spin)**: 197.49 kJ/mol
**Orbital gap**: 9.76 eV
**Calculated total energy**: -942.39752 a.u.
**Structure (SMILES)**: C=C[C@](Cl)(c1ccccc1)N(C)C

# 4
Formula: C11H14HgN2OP
Source: the OMol25 dataset
Level of theory: ωB97M-V with the def2-TZVPD basis set

Cartesian coordinates (Å):
C1 3.499501 1.325773 -2.047576
C2 3.934887 0.319997 -1.107993
C3 3.511155 0.712441 0.193294
C4 2.814579 1.970101 0.081710
C5 2.837260 2.387991 -1.304986
Hg1 1.280955 0.532636 -1.384300
P1 0.498227 -0.866251 -3.334715
H1 3.796800 1.383906 -3.097782
H2 4.544745 -0.547429 -1.364172
H3 3.721969 0.194328 1.127810
H4 2.544358 3.356615 -1.697288
H5 2.492952 2.594451 0.916992
H6 -0.162243 -2.023425 -2.828711
H7 1.619359 -1.284498 -4.107619
H8 -0.389371 0.020746 -4.014319
N1 -4.060178 -1.004388 3.562747
C6 -3.979539 -1.206648 2.237819
O1 -4.907771 -1.684376 1.580987
C7 -2.695562 -0.808397 1.590876
C8 -1.565758 -0.275310 2.242910
C9 -0.455988 0.063103 1.474107
N2 -0.456850 -0.073298 0.131657
C10 -1.538354 -0.567060 -0.492301
C11 -2.652437 -0.964320 0.206592
H9 -4.945331 -1.253166 4.003040
H10 -3.317564 -0.603946 4.113819
H11 -1.508110 -0.104885 3.312329
H12 0.471154 0.472331 1.910948
H13 -1.440312 -0.652093 -1.583389
H14 -3.492529 -1.414928 -0.322488

Cartesian forces (eV/Å) of the 6 atoms listed first:
1.366 0.734 1.052
-0.152 0.980 -0.451
-0.272 1.108 -0.327
1.520 0.061 -0.315
1.349 -0.992 0.657
-1.748 0.074 0.302

Calculated values
**HOMO (spin up / spin down)**: -1.3 / -1.2 eV
**LUMO level (spin up / spin down)**: 2.9134 / 3.4946 eV
**Orbital gap (spin up / spin down)**: 4.20 / 4.66 eV
**Net charge**: -1
**Calculated total energy**: -1106.94551 a.u.